# 1
{
  "formula": "C14H18F3N5O3",
  "method": "ωB97M-V/def2-TZVPD",
  "symbols": ["C", "C", "O", "C", "O", "N", "C", "C", "C", "N", "N", "C", "O", "C", "N", "C", "C", "C", "C", "F", "F", "F", "N", "C", "C", "H", "H", "H", "H", "H", "H", "H", "H", "H", "H", "H", "H", "H", "H", "H", "H", "H", "H"],
  "coordinates": [[4.157152, -3.905101, -3.804756], [2.746239, -3.412697, -3.517450], [2.742883, -2.338099, -2.579005], [2.841845, -2.692443, -1.280404], [2.857740, -3.834602, -0.884638], [2.955082, -1.612590, -0.465033], [2.694745, -0.260257, -0.904614], [1.216960, 0.079884, -0.667398], [0.741530, -0.559335, 0.604254], [-0.498428, -0.797287, 0.695692], [-1.080982, -1.368723, 1.773753], [-2.429854, -1.401150, 1.896134], [-2.983353, -1.940505, 2.825392], [-3.169202, -0.637765, 0.789147], [-2.938520, 0.771873, 0.945451], [-3.335005, 1.542766, 1.977293], [-2.815622, 2.799424, 1.764699], [-2.107808, 2.671332, 0.559034], [-1.308971, 3.706179, -0.147651], [-1.406852, 4.906869, 0.442563], [-1.665083, 3.877140, -1.428573], [0.009638, 3.407423, -0.167355], [-2.194995, 1.435880, 0.084760], [1.831818, -0.856690, 1.596870], [2.858329, -1.816770, 0.966082], [4.125159, -4.676480, -4.568775], [4.780207, -3.084339, -4.152357], [4.591970, -4.322408, -2.899962], [2.281617, -2.998839, -4.414949], [2.134915, -4.231044, -3.123604], [3.345279, 0.406662, -0.331773], [2.946154, -0.171049, -1.959594], [0.596224, -0.271277, -1.490852], [1.084682, 1.161287, -0.598947], [-0.536356, -1.808494, 2.516071], [-4.235597, -0.862267, 0.866472], [-2.772357, -0.923501, -0.185604], [-3.940721, 1.156538, 2.771258], [-2.921837, 3.677596, 2.365664], [1.455987, -1.288339, 2.524930], [2.315430, 0.091570, 1.843875], [3.841424, -1.663273, 1.426632], [2.566657, -2.858536, 1.122630]],
  "forces_ev_per_a": [[-0.3, 0.2, 0.2], [0.0, -0.5, -0.2], [0.0, 0.3, 0.2], [0.1, 0.0, 0.0], [0.0, -0.4, -0.1], [0.0, 0.1, -0.1], [-0.2, 0.2, -0.2], [0.1, 0.1, -0.2], [0.0, -0.2, 0.3], [-0.2, 0.1, -0.7], [1.0, -0.4, 0.8], [-0.3, 0.2, -0.4], [-0.2, -0.1, 0.2], [-0.1, -0.7, 0.0], [-0.1, 0.4, 0.2], [0.0, 0.5, 0.2], [0.0, -0.2, -0.1], [-0.4, -0.4, 0.3], [0.4, 0.2, -0.4], [-0.2, 0.0, 0.3], [-0.2, -0.2, -0.1], [0.1, -0.2, 0.1], [0.5, 0.5, -0.8], [-0.1, -0.1, 0.0], [0.2, -0.3, 0.2], [0.0, -0.1, -0.1], [0.1, 0.0, -0.1], [0.1, -0.1, 0.0], [0.0, -0.1, 0.1], [0.0, 0.2, -0.1], [0.0, 0.0, -0.1], [0.0, 0.1, 0.2], [0.0, 0.0, 0.0], [0.0, 0.1, 0.0], [-0.2, 0.1, -0.2], [0.2, 0.0, 0.0], [-0.2, 0.1, 0.1], [-0.1, -0.1, 0.2], [-0.1, 0.1, 0.2], [0.1, 0.1, 0.0], [0.0, 0.0, 0.1], [-0.1, -0.1, 0.0], [0.1, 0.2, 0.0]],
  "lowdin_charge": [-0.06, -0.22, -0.01, -0.54, 0.09, -0.04, -0.13, -0.09, -0.26, 0.10, 0.07, -0.46, 0.07, -0.04, -0.15, -0.04, 0.01, -0.20, -0.58, 0.14, 0.14, 0.12, 0.16, -0.08, -0.12, 0.08, 0.08, 0.07, 0.12, 0.12, 0.13, 0.13, 0.13, 0.11, 0.16, 0.14, 0.13, 0.13, 0.11, 0.10, 0.13, 0.13, 0.12],
  "largest_force_ev_per_a": 1.32,
  "lumo_energy_ev": 0.55,
  "total_energy_ev": -36555.76532,
  "charge": 0
}



# 2
{
  "formula": "C14H18FO18Zn",
  "method": "ωB97M-V/def2-TZVPD",
  "symbols": ["Zn", "O", "C", "O", "O", "H", "O", "C", "O", "O", "H", "O", "C", "O", "O", "H", "C", "C", "C", "O", "C", "O", "O", "H", "H", "H", "H", "H", "H", "C", "C", "C", "O", "C", "O", "O", "H", "H", "H", "H", "H", "H", "C", "C", "O", "C", "O", "O", "F", "H", "H", "H"],
  "coordinates": [[0.217425, -1.046272, 1.176064], [4.279198, -0.618822, 1.951161], [3.111611, -1.272974, 2.342390], [2.168121, -1.076163, 1.519108], [3.138813, -1.932359, 3.363424], [4.856024, -0.709739, 2.716978], [-1.195892, -4.921093, 0.685643], [-0.126621, -4.160209, 1.168245], [-0.118675, -2.978125, 0.654499], [0.644020, -4.677764, 1.929641], [-1.671820, -4.278760, 0.147794], [-1.830194, -0.093426, 4.660787], [-0.986963, -1.114205, 4.193194], [-0.647427, -0.924024, 2.975077], [-0.708681, -2.005424, 4.950367], [-1.863516, 0.479792, 3.889308], [2.260334, 5.260208, 1.851415], [1.534315, 4.384804, 0.853618], [2.381431, 3.667594, -0.207733], [1.885909, 2.332676, -0.189653], [0.982894, 2.172147, 0.788024], [0.398577, 1.168239, 1.014734], [0.865679, 3.301173, 1.529094], [2.443515, 4.727765, 2.782197], [1.731611, 6.185549, 2.077187], [3.226041, 5.581234, 1.448380], [0.722272, 4.943877, 0.378797], [3.432402, 3.587485, 0.076558], [2.289224, 4.163276, -1.170745], [1.627105, -2.796949, -4.770189], [0.570967, -1.869562, -4.231496], [-0.638781, -2.614722, -3.622606], [-0.691012, -2.196321, -2.277688], [0.310129, -1.335245, -2.017620], [0.457069, -0.764062, -0.988640], [1.137282, -1.216558, -3.075375], [2.474034, -2.260144, -5.202183], [1.227247, -3.470168, -5.532567], [2.056206, -3.405084, -3.973030], [0.255470, -1.123055, -4.958341], [-0.492828, -3.694131, -3.686290], [-1.554448, -2.372300, -4.163302], [-4.109214, 1.682547, -0.738649], [-4.907196, 0.871202, 0.255657], [-3.911213, 0.301953, 1.039667], [-2.809188, 0.123406, 0.250079], [-1.867332, -0.534922, 0.509368], [-2.955515, 0.830033, -0.908135], [-5.617546, -0.121493, -0.364520], [-3.743515, 2.594226, -0.270603], [-4.623183, 1.787939, -1.687072], [-5.614185, 1.436934, 0.857995]],
  "forces_ev_per_a": [[0.7, -1.7, 1.4], [0.2, 0.4, -0.1], [-0.8, -0.3, -0.1], [0.2, 0.5, -0.4], [0.2, 0.1, 0.2], [0.0, -0.2, 0.0], [-0.1, 0.1, -0.1], [0.1, 0.5, -0.2], [-0.3, 0.3, -0.3], [0.2, -0.4, 0.2], [-0.1, -0.1, 0.0], [0.0, 0.1, -0.1], [0.2, -0.1, -0.5], [-0.1, 0.5, -0.3], [0.0, -0.3, 0.4], [-0.1, 0.2, 0.0], [0.5, 0.4, -0.1], [-0.6, 0.0, 0.1], [0.4, -0.1, 1.0], [-0.4, 0.1, -0.7], [0.6, 0.3, 0.4], [-0.5, 0.0, 0.1], [0.1, -0.2, -0.3], [0.0, -0.1, 0.0], [-0.2, -0.2, 0.1], [0.0, -0.2, 0.0], [0.2, 0.1, -0.1], [0.0, 0.3, 0.0], [-0.1, -0.4, -0.2], [0.5, -0.2, -0.4], [0.2, -0.6, 0.8], [0.3, -0.2, -0.8], [-0.2, 0.3, 0.0], [-0.1, -0.5, -0.1], [0.3, 0.4, -0.1], [-0.4, 0.5, -0.2], [-0.2, 0.1, -0.1], [-0.1, 0.1, 0.0], [-0.3, 0.0, 0.1], [0.1, 0.2, 0.0], [0.0, 0.0, 0.3], [-0.1, 0.1, 0.3], [0.5, -0.9, 0.0], [-0.2, 0.5, 0.2], [0.0, -0.3, 0.1], [0.4, 0.0, -0.5], [-0.6, 0.1, 0.0], [-0.3, 0.2, 0.3], [0.0, -0.1, -0.2], [-0.4, 0.3, -0.2], [0.1, 0.3, 0.0], [0.2, 0.0, 0.2]],
  "lowdin_charge": [0.71, 0.02, -0.76, -0.06, 0.05, 0.08, 0.03, -0.75, -0.10, 0.07, 0.07, 0.02, -0.75, -0.08, 0.07, 0.07, -0.02, -0.30, -0.08, 0.10, -0.51, 0.16, 0.09, 0.10, 0.08, 0.08, 0.15, 0.14, 0.13, -0.03, -0.30, -0.09, 0.09, -0.51, 0.15, 0.10, 0.08, 0.09, 0.10, 0.15, 0.13, 0.13, -0.04, -0.32, 0.16, -0.48, 0.19, 0.07, 0.06, 0.14, 0.14, 0.17],
  "largest_force_ev_per_a": 2.26,
  "lumo_energy_ev": 1.72,
  "total_energy_ev": -102805.73421,
  "de_lowest_kcal_mol": 0.0,
  "charge": -1
}



# 3
{
  "formula": "C14H18LiO7",
  "method": "ωB97M-V/def2-TZVPD",
  "symbols": ["C", "C", "O", "C", "O", "C", "C", "C", "C", "C", "C", "C", "O", "C", "C", "O", "C", "O", "O", "C", "O", "H", "H", "H", "H", "H", "H", "H", "H", "H", "H", "H", "H", "H", "H", "H", "H", "H", "H", "Li"],
  "coordinates": [[3.462582, 0.401557, 1.839359], [4.119974, 1.056063, 0.615037], [3.834672, 0.424267, -0.658295], [2.981736, 1.143900, -1.500379], [3.249564, 2.279794, -1.874601], [1.732185, 0.388604, -1.905268], [1.130070, -0.323002, -0.732115], [0.221208, -1.493918, -1.109392], [-0.753016, -1.702374, -0.039116], [-2.069348, -1.553027, -0.011119], [-3.004041, -1.129787, -1.053219], [-4.012680, -0.138438, -0.503583], [-3.381710, 0.802689, 0.345597], [-2.769951, 1.817594, -0.291499], [-1.850571, 2.568351, 0.596635], [-2.960353, 2.099089, -1.450571], [-2.504470, -1.948377, 1.343983], [-3.618748, -2.076584, 1.815643], [-1.336734, -2.230886, 2.086857], [-0.312543, -2.130456, 1.263574], [0.844628, -2.375491, 1.614353], [4.075231, 0.485225, 2.713654], [2.507730, 0.862260, 1.990871], [3.294687, -0.643919, 1.585157], [3.749712, 2.062533, 0.578357], [5.185319, 1.073146, 0.722307], [1.034308, 1.021877, -2.411675], [1.990803, -0.393447, -2.599630], [1.977031, -0.768012, -0.289378], [0.638500, 0.355236, -0.057728], [-0.272935, -1.322640, -2.046381], [0.825807, -2.382076, -1.171076], [-2.483968, -0.643609, -1.858831], [-3.520634, -1.965120, -1.484712], [-4.709025, -0.669789, 0.108465], [-4.577462, 0.306100, -1.298888], [-0.915558, 2.050998, 0.713322], [-2.301514, 2.745942, 1.552134], [-1.667852, 3.514734, 0.129507], [2.167368, -1.569008, 2.732645]],
  "forces_ev_per_a": [[-0.2, -0.5, -1.1], [0.0, 0.0, -0.5], [-1.0, 0.2, 0.5], [0.8, 2.4, -0.9], [-0.6, -2.6, 1.2], [0.4, -0.2, 0.0], [-0.1, -0.4, -0.5], [0.1, 0.6, 0.1], [0.0, -0.1, -0.9], [-0.1, -0.4, 0.3], [-0.1, 0.9, -0.2], [-0.6, -0.8, 0.1], [0.3, 0.0, 0.0], [-0.2, 0.6, -0.8], [-0.3, 0.4, -0.1], [0.1, -0.6, 0.4], [-3.3, -0.3, 1.2], [3.2, 0.3, -1.0], [-0.4, -0.3, 1.1], [1.3, -0.4, 0.7], [-0.5, 0.6, 0.3], [0.4, 0.1, 0.5], [-0.7, 0.3, 0.4], [0.3, -0.4, -0.2], [0.2, 0.7, -0.2], [0.6, 0.0, 0.0], [-0.2, 0.7, -0.3], [0.5, -0.2, -0.5], [0.7, -0.4, 1.2], [-0.2, 0.4, 0.4], [-0.3, 0.0, -0.5], [0.3, -0.4, -0.4], [0.5, 0.1, -0.4], [-0.4, -0.6, -0.1], [-0.4, -0.2, 0.6], [0.0, 0.5, -0.4], [0.4, -0.4, 0.1], [-0.2, -0.1, 0.6], [0.3, 0.5, -0.2], [-0.4, -0.4, -0.2]],
  "lowdin_charge": [-0.07, -0.17, -0.04, -0.40, 0.14, -0.07, -0.18, -0.08, -0.09, -0.04, -0.06, -0.15, 0.02, -0.53, 0.04, 0.13, -0.28, 0.22, 0.19, -0.39, 0.02, 0.09, 0.07, 0.03, 0.12, 0.13, 0.13, 0.14, 0.08, 0.12, 0.13, 0.14, 0.12, 0.15, 0.12, 0.13, 0.07, 0.09, 0.09, 0.82],
  "largest_force_ev_per_a": 3.54,
  "lumo_energy_ev": -4.70,
  "total_energy_ev": -29342.28714,
  "charge": 1
}